A single C5H6O2 molecule in a non-equilibrium geometry. Source: the Open Molecules 2025 dataset; level of theory: ωB97M-V/def2-TZVPD.

Values from the calculation:
Strongest force on any atom (eV/A): 1.5
LUMO (eV): 0.638
HOMO-LUMO gap (eV): 10.70
Net charge: 0
Energy (eV): -9374.2245
E_HOMO (eV): -10.1
SMILES: C#C[C@H](C=O)CO
Energy above the lowest of the compared OMol25 structures with the same formula, charge and spin (eV): 2.871

Each line ends with the Löwdin charge.
Geometry (Å):
C (-1.280, -0.187, 2.415)  0.124
C (-0.632, -0.284, 1.404)  -0.114
C (-0.229, 0.023, 0.024)  -0.268
C (-0.543, -1.046, -1.005)  -0.183
O (0.099, -1.225, -2.017)  0.059
C (1.160, 0.677, -0.201)  -0.218
O (1.320, 1.171, -1.505)  -0.058
H (-1.882, -0.079, 3.288)  0.031
H (-1.086, 0.720, -0.044)  0.166
H (-1.464, -1.625, -0.816)  0.134
H (1.963, -0.038, 0.054)  0.132
H (1.267, 1.528, 0.476)  0.125
H (1.234, 0.408, -2.098)  0.069